(1)
Below is a 5-piece molecular cluster, C17H21BrClF4O13S overall, with properties calculated with ωB97M-V with the def2-TZVPD basis set.

```
58
Properties=species:S:1:pos:R:3:forces:R:3
Br 0.91154 2.17916 -0.57853 0.1 -2.3 -1.4
Cl -3.21339 3.63554 -1.49139 0.7 -1.7 -1.4
S -1.09203 -1.07870 -1.92926 0.0 0.2 0.4
F -2.15955 0.67018 6.83863 -0.2 0.2 0.0
F 3.46712 6.92176 -2.45647 0.1 -0.1 0.2
F 2.28930 -1.47483 1.74761 -0.1 0.2 0.2
F -0.85509 -3.60735 -0.22303 0.2 0.0 -0.5
O 0.40697 3.75682 -3.03267 1.9 1.4 -0.7
O 3.13052 -5.69551 0.65596 -0.5 3.1 -0.3
O 2.11534 4.44973 -4.38627 -0.9 -0.4 1.1
O 3.03342 -3.80822 -0.63231 0.0 -0.5 0.8
O 1.45734 0.65327 4.26352 -2.6 -0.8 1.0
O 1.89370 5.33424 -2.31780 -0.4 -1.1 -0.6
O -3.46364 -1.66407 2.79899 1.6 -1.9 -1.5
O 2.61529 0.18704 -1.77925 -9.1 3.0 -0.5
O -2.69245 -3.81197 2.64832 -0.1 1.5 -0.2
O -1.99306 -2.26190 1.15896 -0.1 -0.1 0.5
O 2.81864 -3.64660 1.61220 0.3 -0.2 -0.7
O -0.31958 1.08215 5.63037 0.2 -0.5 -0.9
O -0.31236 -0.79189 4.36626 0.6 0.8 -0.1
C 3.18805 5.64030 -2.78457 0.5 0.9 0.5
C 0.24002 -0.09842 -2.80962 1.3 0.7 -1.9
C 3.00238 -4.48666 0.55522 0.4 -3.7 0.0
C 1.32901 0.63245 -1.79154 6.8 -2.3 0.3
C 3.08805 -2.35822 1.10785 -0.2 0.6 0.7
C -2.77647 -2.50698 2.24656 -2.2 1.4 1.9
C -1.90851 -4.47846 1.67920 0.2 -1.4 0.2
C 1.38679 4.45646 -3.22841 -1.9 -1.1 0.0
C 2.71823 -2.46339 -0.33225 0.3 0.6 -1.1
C -3.36077 0.81350 -2.21495 -0.7 1.0 0.3
C -2.39473 0.00806 -1.13455 -3.1 1.0 0.1
C 3.07185 5.48300 -4.26222 0.8 0.3 -1.1
C -1.63480 0.57627 5.59626 -0.4 0.3 0.8
C -1.11897 -3.36494 1.08053 0.5 -0.1 -0.2
C 0.36907 0.34113 4.71751 3.0 0.7 -1.1
C -2.72399 2.26681 -2.69968 0.1 -1.2 -0.6
C -1.44961 -0.84966 5.20368 -0.9 -1.1 0.0
H -3.68773 0.13841 -3.13505 1.0 1.3 1.9
H 4.01989 5.19735 -4.72591 -0.3 -0.1 0.0
H 0.88297 -0.89071 -3.42842 -1.4 1.5 1.6
H -0.18896 0.64616 -3.63196 0.8 -1.3 2.1
H -2.56704 -4.96841 0.95417 0.2 0.2 -0.1
H -4.38370 1.09366 -1.66704 2.3 -0.8 -1.0
H -3.12703 2.54786 -3.77657 0.9 -0.5 2.5
H 4.13923 -2.10623 1.28406 -0.2 0.1 0.1
H -1.78098 -1.79985 -2.94543 0.7 1.4 0.9
H 3.29217 -1.77669 -0.96028 -0.1 -0.3 0.1
H -1.98660 0.74892 -0.31341 -0.1 -1.7 -1.9
H 3.91625 4.96863 -2.31757 0.0 0.2 0.1
H -1.55895 2.15752 -2.71422 -2.3 0.8 0.1
H 2.69702 6.38572 -4.75618 0.1 0.0 0.3
H -2.31342 -1.24825 4.66482 0.3 0.1 0.0
H -1.23798 -1.50042 6.05873 0.0 0.3 0.1
H -1.27224 -5.23669 2.14356 -0.2 0.2 0.1
H 1.65102 -2.29263 -0.50913 0.0 0.1 0.3
H -0.18955 -3.13680 1.61311 0.0 0.0 -0.2
H -3.13189 -0.72886 -0.55230 2.1 1.2 -1.3
H -2.23613 1.16121 4.89215 0.0 0.0 0.2
```
Positions in Å, forces in eV/Å.

**Orbital gap**: 0.31171 Eh
**Highest occupied orbital energy**: -13.12 eV
**Total charge**: +1

(2)
Below is C9H9BeN2O5S as an isolated structure, with properties calculated with ωB97M-V with the def2-TZVPD basis set.

```
27
Properties=species:S:1:pos:R:3:forces:R:3
S 1.35657 2.16773 -0.73681 0.2 0.4 0.0
O 0.66427 -1.34938 -3.14976 -3.0 1.7 2.5
O 0.21368 1.86927 -4.92493 -0.3 -0.9 5.5
O -1.83020 0.17428 -1.24950 1.0 -0.6 -0.4
O -1.13927 -2.73276 -0.52751 0.6 1.1 -1.0
O 2.07286 -3.57398 -2.94622 -3.1 0.1 -0.4
N 0.57729 0.14107 0.90236 0.3 0.7 -0.6
N 0.16899 2.29104 1.63732 0.0 -0.1 -1.1
C -0.26049 -1.30900 -2.28627 2.3 -1.1 -1.8
C -0.77840 -2.59159 -1.68085 -0.8 -3.1 0.5
C -0.61056 1.81490 2.77886 -0.2 0.1 0.2
C -0.75076 0.01045 -1.79979 -0.9 2.2 -0.3
C 0.20643 1.71043 -3.77268 0.6 1.7 -8.5
C 0.06464 -0.49885 2.11109 -0.5 -0.5 0.1
C 0.62705 1.45588 0.70236 -0.4 -0.6 0.4
C -0.02961 0.49755 3.24933 0.3 0.0 0.4
C 0.94106 -3.52171 -3.18034 5.2 -2.0 -1.0
Be 0.32642 1.41689 -2.22252 -0.5 -1.6 3.7
H -0.91642 -0.93911 1.88492 0.2 0.1 0.0
H 0.84637 -0.45601 0.12343 0.1 0.3 0.5
H 0.96266 0.67101 3.68164 -0.1 0.0 -0.1
H 0.73500 -1.32227 2.37138 -0.1 0.1 -0.1
H 0.06504 3.25112 1.31726 0.1 -0.2 0.3
H -0.54789 2.58045 3.55169 0.0 -0.1 0.0
H -0.65227 0.08424 4.04702 0.1 0.0 -0.2
H -1.66622 1.69427 2.50111 0.2 0.1 -0.1
H -0.64621 -3.53591 -2.38259 -1.3 2.1 1.4
```
Positions in Å, forces in eV/Å.

**Orbital gap**: 0.25276 Eh
**Highest occupied orbital energy**: -12.14 eV
**Total charge**: +1
**Energy relative to the best compared isomer or geometry (same formula, charge and spin)**: 32.6 kcal per mole

Q: Which value of highest occupied orbital energy does entry 2 give?
A: -12.14 eV

Copy entry 2 word for word.
Below is C9H9BeN2O5S as an isolated structure, with properties calculated with ωB97M-V with the def2-TZVPD basis set.

```
27
Properties=species:S:1:pos:R:3:forces:R:3
S 1.35657 2.16773 -0.73681 0.2 0.4 0.0
O 0.66427 -1.34938 -3.14976 -3.0 1.7 2.5
O 0.21368 1.86927 -4.92493 -0.3 -0.9 5.5
O -1.83020 0.17428 -1.24950 1.0 -0.6 -0.4
O -1.13927 -2.73276 -0.52751 0.6 1.1 -1.0
O 2.07286 -3.57398 -2.94622 -3.1 0.1 -0.4
N 0.57729 0.14107 0.90236 0.3 0.7 -0.6
N 0.16899 2.29104 1.63732 0.0 -0.1 -1.1
C -0.26049 -1.30900 -2.28627 2.3 -1.1 -1.8
C -0.77840 -2.59159 -1.68085 -0.8 -3.1 0.5
C -0.61056 1.81490 2.77886 -0.2 0.1 0.2
C -0.75076 0.01045 -1.79979 -0.9 2.2 -0.3
C 0.20643 1.71043 -3.77268 0.6 1.7 -8.5
C 0.06464 -0.49885 2.11109 -0.5 -0.5 0.1
C 0.62705 1.45588 0.70236 -0.4 -0.6 0.4
C -0.02961 0.49755 3.24933 0.3 0.0 0.4
C 0.94106 -3.52171 -3.18034 5.2 -2.0 -1.0
Be 0.32642 1.41689 -2.22252 -0.5 -1.6 3.7
H -0.91642 -0.93911 1.88492 0.2 0.1 0.0
H 0.84637 -0.45601 0.12343 0.1 0.3 0.5
H 0.96266 0.67101 3.68164 -0.1 0.0 -0.1
H 0.73500 -1.32227 2.37138 -0.1 0.1 -0.1
H 0.06504 3.25112 1.31726 0.1 -0.2 0.3
H -0.54789 2.58045 3.55169 0.0 -0.1 0.0
H -0.65227 0.08424 4.04702 0.1 0.0 -0.2
H -1.66622 1.69427 2.50111 0.2 0.1 -0.1
H -0.64621 -3.53591 -2.38259 -1.3 2.1 1.4
```
Positions in Å, forces in eV/Å.

**Orbital gap**: 0.25276 Eh
**Highest occupied orbital energy**: -12.14 eV
**Total charge**: +1
**Energy relative to the best compared isomer or geometry (same formula, charge and spin)**: 32.6 kcal per mole

Q: What is the total charge in the second record?
A: +1

Q: Which value of orbital gap does entry 1 give?
A: 0.31171 Eh